Run w
Entry from OMol25: one molecule with the formula C4H6O4 (ωB97M-V/def2-TZVPD).

Output
Molecular weight, u: 118.09
SMILES string: O=C(O)CCC(=O)O
LUMO level, eV: 0.62
Highest occupied orbital energy, eV: -10.708
Orbital gap, eV: 11.33

Each line ends with the Mulliken charge.
Element x y z (Å)
O1 1.78 -1.39 -0.75  -0.56
C1 1.00 -1.54 0.15  0.45
O2 0.88 -2.69 0.83  -0.45
C2 0.06 -0.49 0.68  -0.33
C3 -0.55 0.28 -0.51  -0.42
C4 -0.80 1.72 -0.14  0.43
O3 -1.16 2.08 0.94  -0.55
O4 -0.62 2.55 -1.18  -0.45
H1 1.56 -3.29 0.48  0.35
H2 0.67 0.20 1.25  0.31
H3 -0.71 -1.01 1.24  0.28
H4 -1.53 -0.16 -0.73  0.26
H5 0.08 0.27 -1.40  0.33
H6 -0.63 3.47 -0.87  0.35

Run x
Entry from OMol25: one molecule with the formula C4H6O4 (ωB97M-V/def2-TZVPD).

Output
Molecular weight, u: 118.09
SMILES string: C/C(O)=C(/O)C(=O)O
LUMO level, eV: 0.31
Highest occupied orbital energy, eV: -8.010
Orbital gap, eV: 8.32

Each line ends with the Mulliken charge.
Element x y z (Å)
C1 -1.47 -0.98 0.37  -1.25
C2 -0.64 0.18 -0.10  1.00
O1 -1.34 1.22 -0.62  -0.53
C3 0.73 0.15 -0.43  -0.18
O2 1.30 0.63 -1.60  -0.58
C4 1.43 -0.06 0.78  0.49
O3 0.70 -0.16 1.80  -0.63
O4 2.77 0.07 0.81  -0.49
H1 -2.13 -0.69 1.18  0.37
H2 -2.08 -1.34 -0.47  0.41
H3 -0.84 -1.80 0.72  0.34
H4 -2.30 1.09 -0.48  0.37
H5 0.81 1.43 -1.85  0.32
H6 3.07 0.26 -0.10  0.34

Stability ranking, top entry: run w; the second entry is 0.1043 hartree less favorable.

Run w
Entry from OMol25: a 2-piece molecular cluster, C5H11NO2 overall (ωB97M-V/def2-TZVPD).

Output
Molecular weight, u: 117.15
LUMO level, eV: -3.44
Highest occupied orbital energy, eV: -9.349
Orbital gap, eV: 5.91

Each line ends with the Mulliken charge.
Element x y z (Å)
C1 1.03 0.88 0.04  -1.26
C2 -0.34 0.19 0.03  2.41
C3 -0.18 -0.99 -0.74  -1.38
C4 -1.27 1.22 -0.59  -0.74
C5 -1.25 0.11 1.32  -0.77
H1 2.76 0.35 1.01  0.19
H2 2.26 -1.01 -0.12  0.23
H3 1.42 1.24 -0.91  0.37
H4 1.03 1.89 0.64  0.45
H5 0.76 -0.78 -1.53  0.15
H6 0.31 -1.79 -0.05  0.23
H7 -0.67 -3.34 -0.06  0.28
H8 -1.63 0.96 -1.64  0.25
H9 -0.77 2.15 -0.71  0.29
H10 -0.60 0.31 2.19  0.32
H11 -1.76 -0.81 1.28  0.34
N1 2.05 -0.11 0.63  -0.53
O1 -1.14 -1.78 -1.41  -0.41
O2 -2.01 1.31 0.62  -0.44

Run x
Entry from OMol25: a 2-piece molecular cluster, C5H11NO2 overall (ωB97M-V/def2-TZVPD).

Output
Molecular weight, u: 117.15
LUMO level (spin up / spin down), eV: -0.23 / 0.36
Highest occupied orbital energy (spin up / spin down), eV: -6.658 / -8.475
Orbital gap (spin up / spin down), eV: 6.43 / 8.83

Each line ends with the Mulliken charge.
Element x y z (Å)
C1 0.53 -0.47 -0.19  0.04
C2 1.95 -0.37 0.30  -1.05
C3 -0.85 -1.54 1.30  -1.07
C4 -0.19 0.73 -0.53  0.48
N1 -0.03 1.94 0.22  -0.71
C5 -1.17 0.76 -1.48  -0.33
O1 0.31 -1.57 -0.96  -0.50
O2 -1.96 1.83 -1.65  -0.55
H1 -0.55 -2.00 -0.64  0.49
H2 -1.71 2.47 -0.95  0.38
H3 0.12 1.75 1.20  0.27
H4 0.75 2.51 -0.11  0.20
H5 -1.41 -0.07 -2.12  0.44
H6 2.15 -1.14 1.05  0.29
H7 2.66 -0.55 -0.51  0.31
H8 2.20 0.59 0.75  0.31
H9 -1.51 -0.97 0.67  0.46
H10 -1.44 -2.12 2.01  0.27
H11 0.14 -1.79 1.65  0.29

Run y
Entry from OMol25: C5H11NO2 as an isolated structure (ωB97M-V/def2-TZVPD).

Output
Molecular weight, u: 117.15
LUMO level, eV: 0.16
Highest occupied orbital energy, eV: -9.111
Orbital gap, eV: 9.27

Each line ends with the Mulliken charge.
Element x y z (Å)
C1 -1.84 0.82 -0.64  -1.37
C2 -0.95 0.74 0.51  0.19
C3 -0.10 -0.64 0.51  0.26
C4 0.60 -0.85 2.00  -1.18
C5 1.68 -0.43 -2.34  -0.33
H1 -2.70 0.12 -0.46  0.33
H2 -1.38 0.74 -1.80  0.17
H3 -2.27 1.71 -0.59  0.53
H4 -1.67 0.43 1.22  0.36
H5 0.53 2.23 -0.02  0.40
H6 -0.72 -1.50 0.49  0.28
H7 1.14 -1.80 2.37  0.36
H8 -0.09 -0.72 2.89  0.31
H9 1.54 -0.20 2.15  0.29
H10 2.63 0.07 -2.59  0.29
H11 1.41 -1.24 -3.13  0.25
N1 1.71 -0.28 -0.91  -0.36
O1 -0.08 1.83 1.01  -0.62
O2 0.56 -1.03 -0.66  -0.15

Run z
Entry from OMol25: a 2-piece molecular cluster, C5H11NO2 overall (ωB97M-V/def2-TZVPD).

Output
Molecular weight, u: 117.15
SMILES string: O=C[C@@H]1CCCN1.O
LUMO level, eV: 0.72
Highest occupied orbital energy, eV: -9.439
Orbital gap, eV: 10.16

Each line ends with the Mulliken charge.
Element x y z (Å)
O1 -1.29 0.55 -2.18  -0.49
C1 -0.26 -0.01 -1.89  -0.21
C2 -0.02 -0.52 -0.48  0.28
C3 -0.19 0.60 0.59  -0.79
C4 1.13 0.62 1.37  -0.57
C5 2.09 -0.12 0.49  -0.68
N1 1.31 -1.11 -0.31  -0.54
H1 0.53 -0.19 -2.64  0.39
H2 -0.79 -1.28 -0.33  0.33
H3 -0.47 1.52 0.06  0.39
H4 -1.00 0.36 1.27  0.34
H5 1.50 1.62 1.59  0.31
H6 0.93 0.16 2.35  0.28
H7 2.96 -0.55 0.99  0.40
H8 2.54 0.52 -0.28  0.26
H9 1.30 -1.99 0.19  0.31
O2 -3.63 -0.22 0.05  -0.66
H10 -3.85 -0.16 -0.90  0.33
H11 -2.77 0.20 0.03  0.32

Stability ranking, top entry: run z; the second entry is 0.1646 hartree less favorable.